Molecular formula: C44H40IrN3O4PS
Method: DFT, ωB97M-V/def2-TZVPD

Element x y z (Å)
Ir -1.47 -0.62 -0.93
N -0.63 -2.53 -2.19
C 0.59 -2.32 -2.95
C 1.04 -3.30 -3.83
C 2.19 -3.09 -4.58
C 2.90 -1.90 -4.43
C 2.46 -0.94 -3.53
C 1.31 -1.14 -2.78
P 0.78 0.07 -1.51
C 0.61 1.63 -2.41
C -0.34 1.63 -3.40
C -0.91 2.81 -3.91
C -0.61 4.05 -3.28
C 0.36 4.12 -2.34
C 1.24 2.95 -2.06
C 2.24 0.11 -0.45
C 3.37 0.89 -0.73
C 4.48 0.82 0.10
C 4.47 -0.01 1.21
C 3.35 -0.78 1.49
C 2.24 -0.72 0.67
H -0.57 -3.36 -1.61
H -1.42 -2.67 -2.81
H 0.48 -4.22 -3.95
H 2.53 -3.84 -5.27
H 3.79 -1.72 -5.01
H 3.03 -0.03 -3.42
H -0.72 0.67 -3.76
H -1.65 2.76 -4.69
H -1.18 4.93 -3.54
H 0.60 5.04 -1.82
H 2.11 3.06 -2.72
H 3.39 1.54 -1.60
H 5.35 1.42 -0.13
H 5.34 -0.06 1.86
H 3.34 -1.43 2.36
H 1.36 -1.31 0.89
C -1.66 -8.06 -0.30
C -2.16 -6.64 -0.38
C -3.24 -6.30 -1.18
C -3.70 -5.00 -1.25
C -3.06 -4.01 -0.51
C -1.98 -4.32 0.31
C -1.54 -5.64 0.36
S -3.70 -2.38 -0.63
O -5.11 -2.42 -0.40
O -3.28 -1.83 -1.94
N -2.85 -1.52 0.44
C -3.56 -0.63 1.29
C -4.39 -1.02 2.31
C -5.03 -0.06 3.12
C -4.85 1.27 2.91
C -4.02 1.71 1.85
C -3.83 3.07 1.53
C -3.10 3.41 0.42
C -2.54 2.39 -0.36
N -2.66 1.12 -0.06
C -3.40 0.76 1.03
H -2.37 -8.75 -0.76
H -1.50 -8.36 0.73
H -0.71 -8.16 -0.82
H -3.74 -7.07 -1.76
H -4.55 -4.74 -1.87
H -1.52 -3.55 0.91
H -0.70 -5.89 1.00
H -4.54 -2.08 2.48
H -5.69 -0.40 3.91
H -5.34 2.00 3.54
H -4.27 3.84 2.16
H -2.94 4.44 0.14
H -2.00 2.63 -1.27
C 3.40 3.80 5.51
C 2.91 3.43 4.14
C 3.53 3.93 3.00
C 3.08 3.63 1.72
C 3.88 4.25 0.58
C 1.95 2.80 1.58
C 1.36 2.21 2.72
C 0.24 1.19 2.70
C 1.85 2.56 3.97
C 1.27 2.55 0.28
O 1.88 3.05 -0.79
O 0.25 1.91 0.14
H 4.14 4.60 5.47
H 3.86 2.94 6.00
H 2.58 4.13 6.14
H 4.39 4.57 3.10
H 4.78 4.69 0.99
H 3.32 5.04 0.08
H 4.16 3.51 -0.17
H -0.73 1.67 2.53
H 0.21 0.68 3.66
H 0.37 0.45 1.91
H 1.39 2.12 4.85

Calculated values
spin multiplicity = 5
HOMO-LUMO gap (alpha / beta) = 7.023 / 6.894 eV
relative energy (zero: lowest compared OMol25 entry of this formula, charge and spin) = 2.0524 eV
total charge = +1